(1)
{"formula": "C25H43F7I2N6O8P", "method": "ωB97M-V with the def2-TZVPD basis set", "total_charge": 1, "lumo_energy_ha": -0.1571, "spin_multiplicity": 1, "orbital_gap_ev": 6.95, "e_homo_ha": -0.412, "elements": ["C", "C", "C", "O", "C", "C", "P", "O", "I", "O", "C", "O", "C", "C", "N", "C", "C", "C", "O", "C", "F", "F", "C", "F", "F", "C", "F", "F", "F", "N", "C", "C", "O", "I", "C", "N", "C", "C", "C", "N", "N", "C", "N", "H", "H", "H", "H", "H", "H", "H", "H", "H", "H", "H", "H", "H", "H", "H", "H", "H", "H", "H", "H", "H", "H", "H", "H", "H", "H", "H", "H", "H", "H", "H", "H", "H", "H", "H", "O", "C", "O", "C", "C", "C", "H", "H", "H", "H", "H", "H", "H", "H"], "positions_angstrom": [[-5.829, -1.486, 1.866], [-4.261, -1.876, 1.892], [-3.291, -0.599, 1.929], [-1.957, -0.899, 1.431], [-1.279, -1.828, 2.314], [0.307, -1.919, 2.020], [0.703, -3.775, 2.529], [2.382, -3.858, 2.978], [-0.693, -4.460, 4.450], [0.440, -1.989, 0.618], [1.000, -0.824, -0.069], [-0.051, -0.459, -0.886], [0.047, 0.269, -2.081], [1.230, 1.280, -2.387], [1.689, 1.282, -3.833], [3.105, 1.799, -3.893], [3.236, 3.373, -3.645], [4.693, 3.877, -4.177], [3.153, 3.776, -2.252], [2.286, -1.567, -0.785], [3.419, -0.689, -0.889], [2.764, -2.566, 0.151], [2.044, -2.379, -2.116], [3.215, -3.224, -2.218], [2.147, -1.619, -3.319], [0.850, -3.442, -2.154], [0.866, -4.347, -1.059], [1.144, -4.279, -3.276], [-0.416, -2.920, -2.421], [1.610, 0.185, 0.781], [1.113, 1.546, 0.901], [-0.432, 1.835, 1.203], [-1.364, 1.838, 0.394], [-1.022, 2.400, 3.259], [2.102, -0.259, 2.086], [3.297, 0.085, 2.562], [4.260, 0.964, 1.839], [4.845, 2.012, 2.927], [5.735, 1.438, 4.128], [4.537, 3.283, 2.776], [1.210, -1.113, 2.831], [0.848, -0.649, 4.170], [1.198, -1.579, 5.307], [-6.086, -0.794, 0.992], [-6.389, -2.473, 1.663], [-6.197, -1.064, 2.867], [-3.986, -2.501, 0.965], [-4.073, -2.520, 2.815], [-3.266, -0.079, 2.961], [-3.739, 0.172, 1.196], [-1.560, -1.723, 3.409], [-1.680, -2.870, 1.999], [2.869, -3.087, 2.615], [-0.015, -0.449, -2.988], [-0.929, 0.882, -2.198], [0.811, 2.350, -2.234], [2.142, 1.232, -1.710], [1.108, 1.989, -4.305], [3.466, 1.605, -4.964], [3.738, 1.182, -3.176], [2.438, 3.990, -4.205], [5.414, 2.989, -4.189], [4.636, 4.315, -5.230], [5.057, 4.699, -3.457], [4.027, 3.728, -1.816], [1.653, 1.999, 1.823], [1.409, 2.298, 0.072], [3.542, -0.327, 3.484], [5.142, 0.320, 1.502], [3.831, 1.484, 0.924], [5.136, 1.332, 5.098], [6.129, 0.385, 3.869], [6.614, 2.154, 4.309], [3.942, 3.315, 1.924], [1.488, 0.290, 4.389], [-0.221, -0.322, 4.363], [1.793, -2.351, 4.988], [0.357, -1.892, 5.799], [-5.776, 1.376, -0.350], [-5.970, 1.010, -1.487], [-7.198, 0.619, -1.869], [-7.578, 0.357, -3.228], [-7.246, -1.068, -3.621], [-4.833, 0.892, -2.462], [-7.142, 1.094, -3.907], [-8.660, 0.500, -3.274], [-6.172, -1.256, -3.578], [-7.594, -1.277, -4.635], [-7.720, -1.773, -2.934], [-4.347, -0.079, -2.338], [-4.112, 1.684, -2.248], [-5.129, 1.025, -3.502]]}

---

(2)
{"formula": "C25H43N2O4S3Si2Ta", "method": "ωB97M-V with the def2-TZVPD basis set", "total_charge": 1, "lumo_energy_ha": [-0.1464, -0.1521], "spin_multiplicity": 2, "orbital_gap_ev": [7.20, 7.10], "e_homo_ha": [-0.411, -0.413], "elements": ["Ta", "O", "N", "C", "C", "C", "C", "C", "S", "H", "H", "H", "H", "C", "Si", "C", "C", "C", "C", "C", "C", "N", "C", "S", "H", "H", "H", "H", "H", "H", "H", "H", "H", "H", "H", "H", "C", "C", "C", "C", "O", "Si", "S", "O", "C", "C", "C", "C", "O", "C", "C", "C", "C", "H", "H", "H", "H", "H", "H", "H", "H", "H", "H", "H", "H", "H", "H", "H", "H", "H", "H", "H", "H", "H", "H", "H", "H", "H", "H", "H"], "positions_angstrom": [[-0.305, 0.608, -0.037], [-0.883, -0.677, 1.262], [-1.989, -1.340, 1.589], [-1.931, -2.286, 2.543], [-3.051, -2.977, 2.909], [-4.269, -2.683, 2.275], [-4.308, -1.718, 1.304], [-3.143, -1.022, 0.936], [-3.086, 0.183, -0.249], [-0.955, -2.435, 2.977], [-2.984, -3.727, 3.677], [-5.165, -3.211, 2.563], [-5.220, -1.464, 0.794], [6.893, 1.522, 1.530], [5.181, 1.771, 0.747], [5.365, 1.764, -1.152], [4.425, 3.392, 1.411], [4.119, 0.275, 1.302], [4.590, -0.756, 2.104], [3.773, -1.834, 2.418], [2.489, -1.865, 1.903], [2.001, -0.884, 1.156], [2.794, 0.152, 0.885], [2.046, 1.404, -0.080], [7.552, 2.333, 1.241], [7.360, 0.599, 1.204], [6.850, 1.515, 2.613], [6.120, 2.488, -1.448], [4.440, 2.021, -1.659], [5.688, 0.792, -1.517], [5.126, 4.209, 1.263], [4.219, 3.327, 2.477], [3.500, 3.653, 0.906], [5.599, -0.717, 2.484], [4.127, -2.637, 3.044], [1.822, -2.698, 2.085], [-5.408, 3.546, -2.689], [-4.374, 3.139, -3.735], [-4.139, 4.285, -4.710], [-4.801, 1.877, -4.477], [-3.161, 2.813, -3.040], [-1.754, 3.544, -2.963], [-0.583, 2.126, -1.727], [-0.987, 3.540, -4.359], [0.332, 3.879, -4.807], [1.366, 3.006, -4.099], [0.341, 3.593, -6.308], [0.602, 5.347, -4.501], [-1.664, 4.960, -2.224], [-1.673, 5.472, -0.889], [-2.580, 4.637, 0.012], [-0.239, 5.436, -0.362], [-2.185, 6.909, -0.986], [-6.362, 3.738, -3.172], [-5.081, 4.452, -2.188], [-5.536, 2.759, -1.950], [-5.058, 4.523, -5.237], [-3.373, 4.007, -5.428], [-3.799, 5.164, -4.169], [-5.723, 2.055, -5.020], [-4.952, 1.062, -3.776], [-4.023, 1.593, -5.180], [1.112, 1.953, -4.202], [1.406, 3.248, -3.038], [2.345, 3.180, -4.536], [0.109, 2.546, -6.478], [1.319, 3.810, -6.726], [-0.403, 4.202, -6.810], [0.595, 5.494, -3.424], [-0.166, 5.975, -4.943], [1.573, 5.635, -4.893], [-2.211, 3.612, 0.089], [-3.593, 4.609, -0.384], [-2.602, 5.082, 1.004], [0.132, 4.410, -0.361], [-0.210, 5.826, 0.649], [0.407, 6.041, -0.993], [-3.209, 6.917, -1.349], [-1.567, 7.473, -1.678], [-2.153, 7.389, -0.013]]}

---

(3)
{"formula": "C25H43N4PPdSi2", "method": "ωB97M-V with the def2-TZVPD basis set", "lumo_energy_ha": [-0.0082, -0.0083], "spin_multiplicity": 1, "orbital_gap_ev": [7.70, 7.70], "e_homo_ha": [-0.291, -0.291], "elements": ["Pd", "C", "Si", "C", "C", "C", "C", "C", "C", "C", "C", "N", "Si", "C", "C", "C", "H", "H", "H", "H", "H", "H", "H", "H", "H", "H", "H", "H", "H", "H", "H", "H", "H", "H", "H", "H", "H", "H", "N", "C", "C", "C", "N", "C", "N", "C", "C", "C", "P", "C", "C", "C", "C", "C", "C", "H", "H", "H", "H", "H", "H", "H", "H", "H", "H", "H", "H", "H", "H", "H", "H", "H", "H", "H", "H", "H"], "positions_angstrom": [[0.083, -0.020, -0.039], [-0.431, 3.088, 1.503], [-1.484, 2.759, -0.014], [-1.769, 4.436, -0.820], [-3.139, 2.139, 0.609], [-0.577, 1.634, -1.261], [0.839, 2.096, -1.230], [1.565, 2.989, -2.017], [2.890, 3.222, -1.692], [3.492, 2.547, -0.633], [2.736, 1.636, 0.076], [1.449, 1.466, -0.214], [-1.357, 1.524, -2.971], [-0.578, 0.082, -3.877], [-1.060, 3.014, -4.087], [-3.226, 1.426, -2.844], [-0.984, 3.765, 2.160], [0.516, 3.572, 1.255], [-0.208, 2.182, 2.069], [-2.123, 5.134, -0.056], [-2.519, 4.407, -1.612], [-0.849, 4.849, -1.241], [-3.659, 2.985, 1.067], [-3.011, 1.383, 1.383], [-3.790, 1.740, -0.164], [1.094, 3.501, -2.841], [3.465, 3.934, -2.269], [4.524, 2.722, -0.367], [3.132, 1.047, 0.892], [0.447, 0.352, -4.145], [-1.103, -0.188, -4.796], [-0.522, -0.791, -3.231], [-0.036, 3.084, -4.454], [-1.336, 3.967, -3.633], [-1.695, 2.873, -4.967], [-3.570, 0.736, -2.079], [-3.664, 1.117, -3.796], [-3.627, 2.415, -2.608], [1.176, -0.885, 1.514], [1.292, -1.207, 2.624], [1.460, -1.674, 3.911], [1.986, -0.835, 4.922], [2.417, -0.135, 5.731], [1.000, -2.991, 4.157], [0.611, -4.072, 4.270], [-3.306, -1.918, -2.067], [-2.291, -2.788, -1.336], [-1.378, -3.501, -2.334], [-1.394, -1.922, 0.033], [-2.753, -1.442, 1.199], [-2.176, -1.038, 2.558], [-3.922, -2.408, 1.403], [-0.474, -3.323, 0.835], [0.871, -3.635, 0.168], [-1.258, -4.623, 1.028], [-3.926, -2.549, -2.707], [-2.806, -1.194, -2.706], [-3.970, -1.381, -1.389], [-2.838, -3.561, -0.789], [-0.680, -2.821, -2.818], [-1.994, -3.951, -3.116], [-0.802, -4.298, -1.873], [-3.142, -0.541, 0.718], [-1.801, -1.909, 3.100], [-2.964, -0.592, 3.168], [-1.361, -0.317, 2.474], [-3.635, -3.255, 2.024], [-4.346, -2.783, 0.473], [-4.718, -1.881, 1.933], [-0.267, -2.931, 1.832], [0.738, -4.222, -0.740], [1.472, -4.231, 0.858], [1.439, -2.743, -0.083], [-1.400, -5.158, 0.088], [-2.232, -4.479, 1.489], [-0.679, -5.269, 1.691]]}

---

Here are the calculated energy above the lowest of the compared OMol25 structures with the same formula, charge and spin numbers, same order: 111.4; 58.7; 0.0 (kcal per mole).
Here are the calculated largest force on an atom numbers, same order: 0.0960; 0.0365; 0.0070 (Eh/bohr).
Here are the calculated calculated total energy numbers, same order: -3544.1491; -3219.4596; -2245.7136 (Ha).